Entry from OMol25: a structure of composition C23H27CdN3O4S2 at a distorted geometry (ωB97M-V/def2-TZVPD).

Values from the calculation:
Frontier orbital gap in Eh: 0.3027
E_LUMO in eV: -0.58
Energy relative to the best compared isomer or geometry (same formula, charge and spin) in kJ/mol: 0.0
Electronic energy in a.u.: -2322.02232
F_max in Eh/bohr: 0.0221

CARTESIAN COORDINATES (ANGSTROEM)
Cd  -0.13265  0.07955  -0.37435
C  -1.56008  2.83467  -2.34533
C  -1.33710  4.07428  -1.46919
C  -0.60324  5.15069  -2.26200
C  -0.63382  3.67905  -0.18212
C  0.67885  4.03539  0.11059
C  1.31452  3.56690  1.25352
C  0.66107  2.73157  2.15366
C  1.36005  2.20860  3.38469
C  -0.67370  2.42547  1.89668
C  -1.31157  2.89822  0.75285
H  -2.12288  3.09039  -3.24729
H  -2.11798  2.05744  -1.81761
H  -0.59517  2.42908  -2.66062
H  -2.32243  4.46374  -1.19562
H  0.35079  4.77246  -2.63951
H  -0.40772  6.03937  -1.65796
H  -1.20336  5.45388  -3.12219
H  1.23541  4.66140  -0.57399
H  2.34889  3.84141  1.43591
H  1.35931  2.95224  4.18473
H  2.40015  1.96034  3.16790
H  0.86540  1.31408  3.76555
H  -1.23506  1.82189  2.60100
H  -2.36211  2.67255  0.61084
C  -0.36473  -4.93282  4.72469
C  -0.86126  -4.05713  3.60453
C  -2.11526  -4.24656  3.04134
C  -2.57969  -3.41523  2.02968
C  -1.77796  -2.38467  1.55965
C  -0.51832  -2.18322  2.11721
C  -0.06874  -3.01434  3.12393
S  -2.48121  -1.26596  0.35692
O  -2.20662  0.09465  0.87557
O  -3.85071  -1.68137  0.23679
N  -1.65871  -1.31457  -0.99703
C  -1.25000  -2.64088  -1.47835
C  0.27242  -2.79852  -1.49095
O  0.77720  -3.62254  -2.24731
O  0.95177  -1.99430  -0.73001
H  -1.03477  -5.77479  4.89558
H  -0.29762  -4.36282  5.65362
H  0.63021  -5.32392  4.50775
H  -2.74575  -5.05315  3.39863
H  -3.56213  -3.55337  1.59848
H  0.13722  -1.39406  1.77932
H  0.92014  -2.85905  3.54108
H  -1.60169  -2.81053  -2.49196
H  -1.65055  -3.45375  -0.86537
S  2.01842  1.20194  -1.18655
C  2.54834  0.26792  -2.54243
N  2.60122  -1.08006  -2.47880
C  3.03281  -1.83910  -3.49234
C  3.50036  -1.23451  -4.62522
C  3.47184  0.15729  -4.63145
N  3.00684  0.89691  -3.63241
H  2.14355  -1.53578  -1.62647
H  2.96485  -2.90710  -3.33760
H  3.86036  -1.80693  -5.46549
H  3.83258  0.70769  -5.49518